{"formula": "C4H10ClFN", "method": "ωB97M-V/def2-TZVPD", "lumo_ha": -0.16054, "charge": 1, "energy_ha": -772.7569, "gap_ev": 7.32, "symbols": ["C", "C", "C", "C", "N", "F", "Cl", "H", "H", "H", "H", "H", "H", "H", "H", "H", "H"], "coordinates": [[-0.1931, 1.1897, 0.6942], [-0.1111, -0.0656, -1.2647], [-1.6630, -0.8159, 0.4264], [2.5614, 0.0418, 0.6334], [-0.7900, 0.0187, -0.0292], [2.2572, -1.2712, 0.5623], [4.0301, 0.4492, -0.3749], [-0.6513, 0.9637, 1.6175], [0.9453, 0.9679, 0.5989], [-0.4038, 2.1776, 0.2137], [-0.6918, -0.7944, -1.9453], [-0.0023, 0.9251, -1.6490], [0.9329, -0.3419, -1.1219], [-2.2013, -0.7702, 1.2986], [-1.7807, -1.7569, -0.1390], [2.8840, 0.2858, 1.6463], [3.4739, 0.8310, -1.4527]], "atomic_forces_ev_per_a": [[-0.3, -0.8, -0.7], [-0.6, -2.6, -2.6], [2.4, -0.7, -3.3], [-1.6, 1.3, 0.3], [-0.5, 0.8, 1.2], [0.5, -1.0, -0.1], [1.5, -0.5, 0.3], [0.2, 1.2, 1.8], [-1.1, 0.3, 0.5], [-0.3, -1.0, 0.5], [1.3, 1.3, 0.7], [-0.6, 0.6, -0.7], [-0.2, -0.6, 0.3], [-0.8, 0.9, 2.2], [-0.2, 0.7, 0.0], [0.7, -0.2, 0.0], [-0.3, 0.2, -0.5]], "lowdin_charge": [0.0082, -0.0401, 0.2027, -0.5736, -0.2015, -0.1079, 0.9289, 0.0806, 0.0477, 0.1274, 0.1482, 0.1001, 0.0727, 0.0926, 0.1337, 0.0484, -0.0681]}

***

{"formula": "C15H36AlFN3O10P", "method": "ωB97M-V/def2-TZVPD", "lumo_ha": -0.42817, "charge": 2, "energy_ha": -2192.7616, "gap_ev": 3.35, "symbols": ["Al", "F", "O", "P", "N", "C", "C", "N", "C", "C", "N", "C", "C", "H", "H", "H", "H", "H", "H", "H", "H", "H", "H", "H", "H", "H", "H", "H", "H", "H", "H", "C", "O", "C", "O", "O", "C", "H", "H", "H", "H", "H", "H", "C", "O", "C", "O", "O", "C", "H", "H", "H", "H", "H", "H", "C", "O", "C", "O", "O", "C", "H", "H", "H", "H", "H", "H"], "coordinates": [[2.4643, -0.3788, -0.1049], [0.7135, 0.2562, -2.1895], [0.0485, -1.0261, 1.3355], [-1.3904, -1.3441, 1.4027], [-2.0870, -0.9610, -0.0608], [-2.0925, 0.4548, -0.4220], [-2.0388, -1.8169, -1.2520], [-2.1794, -0.3545, 2.5247], [-1.4614, 0.7741, 3.1092], [-3.6597, -0.3148, 2.6686], [-1.7435, -2.9018, 1.8016], [-1.0596, -3.5928, 2.8695], [-2.9902, -3.5285, 1.3414], [-2.8362, 0.7153, -1.1750], [-1.1098, 0.7129, -0.8620], [-2.1996, 1.0474, 0.4815], [-1.8105, -2.8594, -1.0531], [-1.2077, -1.4270, -1.8605], [-2.9194, -1.6902, -1.8823], [-0.7145, 0.4991, 3.8647], [-0.7701, 1.1410, 2.3355], [-2.1188, 1.5093, 3.5626], [-4.1608, -1.2141, 2.3139], [-3.8986, -0.2177, 3.7247], [-3.9610, 0.5161, 2.0276], [-0.0502, -3.2141, 3.0316], [-1.5841, -3.4396, 3.8168], [-0.9536, -4.6451, 2.6095], [-3.2740, -3.2736, 0.3257], [-3.8299, -3.2488, 1.9842], [-2.8770, -4.6083, 1.4212], [1.0343, -5.4186, -0.2136], [0.4079, -5.0674, -1.4118], [0.6699, -3.8969, -1.9803], [1.3813, -3.0291, -1.5074], [-0.0263, -3.7722, -3.0716], [0.0914, -2.5678, -3.8445], [1.8646, -4.7368, -0.0081], [1.4813, -6.4104, -0.2583], [0.3573, -5.3505, 0.6425], [1.1130, -2.2098, -3.7419], [-0.6124, -1.8077, -3.5133], [-0.0814, -2.7786, -4.8959], [5.0972, 3.9854, 0.7550], [4.9164, 4.0047, -0.6626], [3.9961, 3.2358, -1.1848], [3.2742, 2.4726, -0.5785], [4.0619, 3.3671, -2.5074], [3.3668, 2.4123, -3.3019], [4.5568, 4.8274, 1.1859], [6.1565, 4.1596, 0.9309], [4.8380, 3.0953, 1.3238], [3.8332, 1.4353, -3.1804], [3.4821, 2.7019, -4.3442], [2.2933, 2.3879, -3.1169], [-0.7201, 3.3338, -1.6642], [-0.4297, 3.7949, -0.3426], [0.3132, 3.0824, 0.4715], [0.5071, 1.8889, 0.3496], [0.8420, 3.7921, 1.4443], [0.5618, 5.2073, 1.5899], [-0.8077, 4.1774, -2.3417], [-1.6370, 2.7477, -1.6113], [0.0940, 2.7028, -2.0251], [0.7914, 5.4785, 2.6153], [-0.4915, 5.3709, 1.3798], [1.1754, 5.8153, 0.9290]], "atomic_forces_ev_per_a": [[-1.3, 0.9, -1.2], [0.0, -0.5, 1.3], [-0.1, 0.0, 0.4], [0.7, 0.0, 1.3], [0.1, 0.4, -1.8], [-0.1, -0.4, 1.0], [0.1, 0.0, 0.1], [-0.1, -0.4, -0.4], [1.0, -0.2, -0.3], [1.0, -0.5, 0.0], [-1.0, 0.8, -1.7], [0.8, 0.3, 0.8], [-0.3, -0.4, 0.5], [-0.2, -0.4, 0.0], [0.7, -0.2, -0.4], [-0.1, 0.2, -0.2], [-0.2, 0.0, 0.2], [0.4, 0.3, 0.2], [-0.2, -0.1, 0.2], [-0.4, -0.5, 0.2], [-0.3, 0.6, 0.0], [-0.2, 0.0, -0.3], [0.3, -0.1, -0.2], [-0.1, 0.5, -0.1], [-0.5, 0.2, 0.4], [0.0, 0.2, -0.3], [-0.2, -0.4, -0.1], [-0.3, 0.0, 0.1], [0.2, 0.1, 0.0], [0.0, -0.1, 0.1], [0.0, 0.0, -0.1], [1.4, 0.5, 1.2], [-0.8, -0.3, -1.0], [0.6, 0.9, 1.1], [0.1, -0.1, 0.1], [-1.0, -0.5, -1.0], [1.0, 0.2, -0.1], [-0.1, 0.0, 0.0], [-0.4, -0.1, -0.3], [-0.2, -0.1, -0.3], [-0.1, 0.3, 0.0], [0.1, -0.1, 0.0], [-0.2, -0.4, 0.2], [0.5, 0.8, 0.8], [0.1, 0.0, 0.5], [0.5, -0.5, -0.8], [-0.5, -0.5, 0.2], [-0.2, 0.3, 0.3], [-0.2, -0.2, -0.5], [-0.1, 0.0, 0.0], [0.0, 0.1, -0.2], [-0.4, -0.3, -0.7], [-0.2, -0.1, 0.1], [0.3, 0.2, 0.1], [0.1, -0.2, 0.4], [0.3, -0.9, -0.1], [-0.2, 1.2, -0.2], [0.4, 0.4, -0.3], [0.0, -0.6, 0.3], [0.2, -0.3, 0.5], [-0.4, 0.0, -0.2], [-0.2, 0.2, 0.4], [0.0, 0.2, -0.3], [-0.1, -0.2, 0.1], [0.0, -0.3, 0.0], [0.1, 0.2, 0.1], [0.0, -0.2, -0.2]], "lowdin_charge": [1.1303, -0.4490, -0.2699, 0.5556, -0.1171, -0.0368, -0.0174, -0.2018, -0.0349, -0.0155, -0.2351, -0.0537, -0.0484, 0.1306, 0.0841, 0.0860, 0.0942, 0.0824, 0.1308, 0.1207, 0.0768, 0.1121, 0.0767, 0.1121, 0.1075, 0.0969, 0.1103, 0.0985, 0.0770, 0.0923, 0.1089, -0.0382, 0.0280, -0.6283, 0.0186, 0.0303, -0.0021, 0.0951, 0.1096, 0.0795, 0.1002, 0.0647, 0.1090, -0.0172, 0.0472, -0.6047, 0.0017, 0.0280, -0.0248, 0.0981, 0.1026, 0.0935, 0.1007, 0.1038, 0.0756, 0.0117, 0.0081, -0.6229, 0.0119, 0.0265, 0.0115, 0.1124, 0.0803, 0.0797, 0.1021, 0.0985, 0.1051]}

***

{"formula": "C22H42GdNP3SSe", "method": "ωB97M-V/def2-TZVPD", "lumo_ha": [-0.35386, -0.46249], "charge": 3, "energy_ha": -5506.2450, "gap_ev": [4.47, 3.11], "spin_multiplicity": 8, "s2": 16.123, "symbols": ["Gd", "P", "P", "P", "H", "C", "C", "H", "C", "C", "C", "C", "C", "C", "C", "C", "C", "H", "H", "H", "H", "H", "H", "H", "H", "H", "H", "H", "H", "H", "H", "H", "H", "H", "H", "H", "H", "H", "H", "H", "H", "H", "H", "H", "H", "H", "C", "C", "C", "C", "C", "C", "Se", "H", "H", "H", "H", "H", "H", "S", "C", "N", "C", "C", "C", "C", "H", "H", "H", "H", "H"], "coordinates": [[0.6013, -0.1254, -0.0611], [-1.6954, 1.2914, 0.8858], [0.1992, -1.5511, 2.2849], [-0.3231, 0.8619, -2.4934], [2.4631, -7.6681, -3.1280], [2.9787, -7.1022, -3.9075], [4.1890, -6.5592, -3.7358], [4.8139, -6.7882, -2.8715], [-3.3568, 0.5201, 0.7314], [-1.7231, 1.7693, 2.6528], [-2.0594, 2.9317, 0.1571], [1.2316, -3.0228, 1.9024], [0.7766, -1.0435, 3.9344], [-1.4129, -2.2997, 2.6902], [0.6374, -0.2012, -3.6547], [0.0694, 2.5538, -3.0365], [-2.0217, 0.6552, -3.1239], [2.4988, -7.0704, -4.8940], [4.6306, -5.9941, -4.5604], [-4.1108, 1.1658, 1.2009], [-3.3682, -0.4599, 1.2179], [-3.6222, 0.3646, -0.3201], [-2.6818, 2.2729, 2.8362], [-0.9069, 2.4595, 2.8873], [-1.6406, 0.8958, 3.3099], [-2.9481, 3.3206, 0.6682], [-2.2541, 2.8743, -0.9204], [-1.2256, 3.6252, 0.3176], [1.5068, -3.5206, 2.8404], [2.1419, -2.6852, 1.3833], [0.7004, -3.7201, 1.2411], [0.3573, -1.7237, 4.6891], [0.4507, -0.0159, 4.1444], [1.8707, -1.0820, 3.9692], [-1.2591, -2.8907, 3.6027], [-1.7325, -2.9416, 1.8572], [-2.1799, -1.5335, 2.8634], [0.5934, 0.2129, -4.6720], [0.2472, -1.2274, -3.6386], [1.6827, -0.2383, -3.3163], [-0.0764, 2.5843, -4.1261], [1.1121, 2.7811, -2.7834], [-0.5736, 3.2991, -2.5493], [-2.0619, 1.0536, -4.1478], [-2.7334, 1.1944, -2.4820], [-2.2636, -0.4156, -3.1119], [-0.4535, -3.6343, -1.8487], [0.9270, -3.9331, -1.8235], [1.4237, -4.9665, -2.6018], [0.5481, -5.7816, -3.3145], [-0.8184, -5.5029, -3.3473], [-1.3209, -4.4282, -2.6315], [-1.2479, -2.2242, -0.8903], [1.4712, -1.4290, -1.0249], [1.6116, -3.3381, -1.2113], [2.4958, -5.1467, -2.6503], [0.8813, -6.6546, -3.8577], [-1.4742, -6.1425, -3.9444], [-2.3797, -4.1847, -2.6513], [2.5116, 1.7229, 0.4778], [1.8140, 2.8921, 1.5232], [2.0188, 2.7248, 2.8820], [1.5240, 3.5825, 3.8259], [0.8076, 4.6902, 3.4153], [0.6413, 4.9430, 2.0472], [1.1587, 4.0504, 1.1080], [2.5939, 1.9291, 3.1693], [1.7728, 3.3393, 4.8614], [0.3853, 5.3609, 4.1610], [0.1365, 5.8510, 1.7206], [1.1320, 4.2450, 0.0412]], "atomic_forces_ev_per_a": [[-0.7, 2.0, 1.0], [-0.9, 0.5, 0.3], [-0.5, -1.0, 0.6], [-0.5, 0.0, -1.2], [0.4, -0.1, -0.2], [1.1, -0.3, -0.3], [-0.4, -0.7, -0.6], [-0.3, 0.4, 0.0], [0.1, -0.3, -0.1], [0.0, -0.1, 0.1], [0.2, 0.1, -0.2], [0.1, 0.2, -0.1], [0.2, 0.3, 0.1], [0.0, 0.0, -0.1], [0.1, 0.2, 0.3], [0.3, 0.1, 0.1], [0.0, -0.1, 0.2], [0.1, 0.2, 0.4], [0.1, -0.2, 0.3], [0.2, -0.1, -0.1], [-0.1, 0.1, 0.0], [0.1, 0.1, 0.1], [0.2, -0.1, 0.1], [-0.1, -0.1, -0.1], [-0.1, 0.2, -0.1], [0.1, 0.0, -0.2], [0.0, 0.0, 0.3], [-0.2, -0.1, 0.0], [0.0, 0.0, -0.3], [0.0, -0.3, 0.2], [0.1, 0.2, 0.2], [0.2, 0.2, -0.1], [0.0, -0.3, 0.1], [-0.1, 0.0, 0.1], [-0.3, 0.0, -0.3], [0.0, 0.1, 0.4], [0.2, -0.2, 0.1], [0.0, -0.2, 0.3], [0.0, 0.3, -0.1], [-0.1, 0.0, -0.3], [0.1, 0.2, 0.3], [-0.2, 0.1, -0.2], [0.1, -0.3, -0.2], [-0.1, -0.2, 0.3], [0.1, -0.2, -0.3], [-0.1, 0.3, -0.1], [-0.3, 0.4, 0.4], [0.4, -0.1, -0.3], [0.2, 0.7, 0.8], [-0.8, 0.0, -0.2], [-0.5, 0.2, 0.1], [-0.3, -0.4, -0.3], [0.6, -0.8, -0.5], [0.9, -1.6, -1.1], [-0.2, -0.2, -0.2], [-0.3, 0.0, 0.1], [0.0, 0.3, 0.1], [0.1, 0.3, 0.3], [0.1, -0.1, 0.0], [0.1, 0.9, 0.4], [0.7, -1.3, -0.2], [-0.2, 0.4, 1.4], [0.8, -1.1, -0.8], [-0.3, 0.2, 0.3], [0.1, -0.1, -0.7], [-0.4, 1.0, 0.1], [-0.2, 0.4, 0.0], [-0.2, 0.2, -0.3], [0.2, -0.1, -0.1], [0.2, -0.2, 0.1], [-0.2, 0.1, 0.1]], "lowdin_charge": [0.4481, 0.7042, 0.6593, 0.6559, 0.0761, -0.1295, -0.0484, 0.0683, -0.2406, -0.2437, -0.2433, -0.2535, -0.2515, -0.2613, -0.2494, -0.2479, -0.2505, 0.0776, 0.0674, 0.0727, 0.0338, 0.0460, 0.0711, 0.0202, 0.0359, 0.0716, 0.0336, 0.0212, 0.0733, 0.0427, 0.0446, 0.0698, 0.0275, 0.0577, 0.0694, 0.0216, 0.0391, 0.0745, 0.0395, 0.0449, 0.0703, 0.0486, 0.0460, 0.0750, 0.0375, 0.0301, -0.6027, -0.1129, -0.0221, -0.0087, -0.0080, -0.0911, 0.8371, 0.0179, 0.0622, 0.0938, 0.0830, 0.1379, 0.1121, 0.7442, -0.6800, 0.0657, 0.0164, 0.0164, 0.0050, -0.0598, 0.1578, 0.1622, 0.1457, 0.1437, 0.1285]}

***

{"formula": "C6H9N", "method": "ωB97M-V/def2-TZVPD", "smiles": "CC#CC[C@H]1CN1", "lumo_ha": 0.03437, "energy_ha": -288.6196, "gap_ev": 10.10, "symbols": ["C", "C", "C", "C", "C", "C", "N", "H", "H", "H", "H", "H", "H", "H", "H", "H"], "coordinates": [[1.9872, 1.1804, 1.3633], [1.2783, 0.2117, 0.5460], [1.0393, -0.7936, -0.0905], [0.0316, -1.5290, -0.8384], [-1.2068, -0.7188, -0.4061], [-1.1232, 0.7295, -0.3696], [-2.1225, -0.1819, -1.3391], [1.7952, 2.2283, 1.1135], [3.0441, 0.9686, 1.1943], [1.7619, 1.0253, 2.4215], [-0.0897, -2.5722, -0.5302], [0.1966, -1.4906, -1.9225], [-1.6375, -1.1254, 0.5110], [-0.4775, 1.2727, -1.0538], [-1.4060, 1.3144, 0.5151], [-3.0710, -0.5195, -1.1145]], "atomic_forces_ev_per_a": [[0.2, 0.1, 0.2], [1.3, -1.0, 0.0], [0.2, 0.5, 0.3], [-0.2, 0.1, 0.0], [0.5, -0.7, 0.3], [-2.1, 0.0, -1.3], [0.1, 0.5, 0.3], [-0.1, -0.2, -0.1], [0.1, 0.3, 0.2], [0.1, 0.1, -0.1], [0.2, 0.1, -0.1], [-0.1, 0.0, 0.2], [0.1, -0.1, 0.0], [-0.1, -0.4, 0.1], [-0.5, -0.5, -0.5], [0.3, 1.2, 0.3]], "lowdin_charge": [-0.0991, -0.1207, -0.0494, -0.1400, -0.4762, -0.0583, 0.0470, 0.0775, 0.0813, 0.0795, 0.1079, 0.1204, 0.1451, 0.1013, 0.1037, 0.0799]}